A molecular structure, C25H30BaN13S3 at a distorted geometry. Source: the Open Molecules 2025 dataset; level of theory: wB97M-V/def2-TZVPD.

Cartesian coordinates (Å):
Ba1 -0.68429 -0.63282 -0.46320
S1 -0.00785 -2.23131 4.28675
S2 -1.07517 -2.98152 1.55988
S3 0.11790 -2.77694 -2.83566
N1 -0.98739 1.14443 -2.53212
N2 2.38548 -4.26804 -3.05202
N3 3.49206 -4.68979 -2.36865
N4 0.17458 -0.67980 2.23021
N5 -3.00209 -1.43912 -1.19119
N6 -4.50312 2.11307 0.73438
N7 -4.53124 0.24323 -0.61139
N8 1.48207 1.05453 -1.29240
N9 -5.22453 -1.47127 -1.95475
N10 -2.48889 0.96098 0.27555
N11 1.29892 1.87324 -2.19601
N12 1.70629 -2.65689 -0.08025
N13 2.19907 -3.40656 -1.14894
C1 3.92245 1.24910 -1.73636
C2 -4.18312 -0.94644 -1.24297
C3 -0.29123 -1.86048 2.59458
C4 4.30009 -4.28301 -0.06086
C5 -2.15992 1.36224 -3.12930
C6 2.85297 0.87407 -0.93025
C7 5.21178 1.01615 -1.29488
C8 1.96032 1.08516 5.56093
C9 -1.44763 3.45447 -4.00758
C10 0.79618 -0.70606 4.50209
C11 -0.21136 3.21817 -3.43127
C12 -3.76399 1.09743 0.17971
C13 -3.77094 3.19842 1.36637
C14 1.56688 -3.47737 -2.34879
C15 -5.80847 1.85972 1.34850
C16 1.38105 -0.17024 5.64312
C17 -2.44224 2.50254 -3.86291
C18 3.35704 -4.15651 -1.19752
C19 3.06814 0.26037 0.29587
C20 4.36302 0.04716 0.74308
C21 -0.02973 2.06094 -2.69175
C22 0.78510 -0.00977 3.28832
C23 5.43482 0.42259 -0.05414
C24 1.94492 1.79624 4.35948
C25 1.35856 1.26148 3.22510
H1 -3.41210 2.62756 -4.32483
H2 5.07529 -4.99684 -0.32662
H3 0.62001 3.90057 -3.54253
H4 -6.39368 2.77615 1.32666
H5 -5.69823 1.54031 2.38818
H6 -5.45543 0.58054 -0.80974
H7 2.39591 2.77990 4.31427
H8 -3.36790 2.91759 2.34596
H9 2.42354 1.51998 6.43671
H10 0.95526 -3.16833 0.40116
H11 6.05147 1.29759 -1.91682
H12 -5.11195 -2.39442 -2.33616
H13 6.44755 0.25442 0.28922
H14 1.34117 1.81656 2.29343
H15 4.77174 -3.32386 0.16198
H16 -6.37205 1.09278 0.82764
H17 -1.62056 4.35422 -4.58349
H18 -2.95957 3.53220 0.72245
H19 -4.45213 4.03473 1.50555
H20 -6.17193 -1.18003 -1.79030
H21 -2.10692 1.61859 0.95191
H22 2.21535 -0.03116 0.89780
H23 2.22898 -4.56639 -3.99958
H24 -2.94314 -2.32936 -1.68335
H25 2.46071 -2.48640 0.57400
H26 3.73261 1.70353 -2.69907
H27 1.37899 -0.72059 6.57527
H28 3.78652 -4.63652 0.83406
H29 4.53366 -0.40163 1.71420
H30 -2.89962 0.57653 -3.02673

The calculation puts the HOMO energy at -9.484 eV. The value obtained for the frontier orbital gap is 6.115 eV. The calculation puts the energy above the lowest of the compared OMol25 structures with the same formula, charge and spin at 0.739 eV. Its total charge is +1.